i | 3 unconnected molecules or ions with the total composition C4H14N3. Source: the Open Molecules 2025 dataset; level of theory: wB97M-V/def2-TZVPD.

Positions of all 21 atoms, in Å:
C (-1.78, -1.62, 0.34)
H (0.89, -0.52, 0.66)
H (14.14, -0.42, 0.16)
H (2.06, 2.63, -0.80)
H (-0.01, 1.31, -1.51)
H (-3.36, -0.37, -0.25)
H (13.53, -1.14, 0.04)
H (-2.41, 0.10, 1.02)
H (0.84, 2.43, 0.31)
H (1.53, 0.42, -1.66)
H (0.11, -1.98, -0.86)
H (-0.16, 0.77, 1.84)
H (-2.28, -2.56, 0.09)
N (-2.86, -0.73, 0.56)
N (1.55, 1.96, -0.24)
C (0.87, 0.94, -0.96)
N (-0.63, 0.75, 0.93)
C (0.09, -0.04, 0.06)
H (-1.20, -1.78, 1.24)
H (-1.11, -0.98, -1.62)
C (-0.63, -1.22, -0.68)

frontier orbital gap: 5.696 eV
E_HOMO: -13.92 eV
LUMO level: -8.23 eV
total charge: +1

***

ii | 2 unconnected molecules or ions with the total composition C4H14N3. Source: the Open Molecules 2025 dataset; level of theory: wB97M-V/def2-TZVPD.

Positions of all 21 atoms, in Å:
H (1.95, 0.08, -0.81)
H (-0.26, 4.23, 0.29)
H (-1.14, 3.09, -0.72)
H (-0.02, -4.15, -0.20)
C (-0.72, 2.38, 1.27)
N (-0.14, -2.27, -1.08)
C (-0.35, 3.18, 0.03)
H (-1.13, 0.39, 1.74)
H (1.50, -3.24, -0.11)
H (0.05, 0.53, 0.53)
N (-0.86, 0.92, 0.92)
H (0.19, -0.58, -2.17)
H (0.60, 2.83, -0.37)
N (1.23, -0.46, -0.34)
C (0.40, -1.16, -1.27)
H (1.67, -1.13, 0.30)
H (-1.59, 0.80, 0.21)
H (0.16, -2.83, 0.97)
H (0.10, 2.44, 1.99)
H (-1.65, 2.72, 1.71)
C (0.41, -3.16, -0.05)

frontier orbital gap: 10.043 eV
E_HOMO: -13.24 eV
LUMO level: -3.19 eV
total charge: +1

***

Stability ranking, top and bottom: ii is the most stable and i is the least stable.

***

i | 2 unconnected molecules or ions with the total composition C2H4BrNO3. Source: the Open Molecules 2025 dataset; level of theory: wB97M-V/def2-TZVPD.

Positions of all 11 atoms, in Å:
Br (1.95, 1.13, 0.08)
H (-0.96, -0.03, -1.36)
H (-1.81, 0.84, -0.08)
C (0.16, 0.43, 0.39)
O (-0.11, 0.33, 1.66)
N (0.55, -1.45, -0.20)
O (1.14, -2.17, 0.53)
C (-0.93, 0.72, -0.63)
H (-0.81, 1.68, -1.27)
H (0.63, 0.23, 2.22)
O (0.19, -1.71, -1.34)

frontier orbital gap (alpha / beta): 9.852 / 9.851 eV
E_HOMO (alpha / beta): -9.45 / -9.45 eV
LUMO level (alpha / beta): 0.40 / 0.40 eV
total charge: 0

***

ii | A molecular structure, C2H4BrNO3. Source: the Open Molecules 2025 dataset; level of theory: wB97M-V/def2-TZVPD.

Positions of all 11 atoms, in Å:
O (-2.05, -0.28, 1.06)
H (0.31, 0.31, 1.57)
O (-2.55, -2.04, 0.11)
H (-3.01, 0.77, -0.77)
H (0.61, 0.05, -1.49)
H (1.29, -1.27, -0.17)
O (-3.17, -0.22, -0.82)
C (0.69, -0.25, -0.45)
C (0.25, 0.54, 0.49)
N (-2.54, -0.87, 0.17)
Br (-0.60, 2.01, -0.23)

frontier orbital gap: 10.222 eV
E_HOMO: -9.78 eV
LUMO level: 0.45 eV
total charge: 0

***

Stability ranking, top and bottom: i is the most stable and ii is the least stable.

***

i | 2 unconnected molecules or ions with the total composition C4H13N2O. Source: the Open Molecules 2025 dataset; level of theory: wB97M-V/def2-TZVPD.

Positions of all 20 atoms, in Å:
H (1.77, 0.35, -2.17)
O (0.06, 0.76, -0.02)
H (1.14, -0.52, 2.01)
H (-1.22, 0.01, -0.98)
C (1.24, -0.13, -0.11)
H (2.45, 1.43, -0.92)
C (2.18, 0.40, -1.16)
H (-3.10, -0.12, 1.95)
H (-3.92, -0.83, -0.11)
H (2.65, -1.02, 1.24)
H (-2.52, -0.72, -1.97)
C (1.88, -0.26, 1.25)
H (0.35, 1.66, -0.21)
H (3.10, -0.20, -1.16)
H (0.80, -1.08, -0.41)
C (-2.92, -0.43, -0.04)
H (-1.60, 0.40, 1.24)
N (-2.55, 0.06, 1.12)
H (2.35, 0.67, 1.55)
N (-2.14, -0.42, -1.08)

frontier orbital gap: 11.727 eV
E_HOMO: -14.84 eV
LUMO level: -3.12 eV
total charge: +1

***

ii | 2 unconnected molecules or ions with the total composition C4H13N2O. Source: the Open Molecules 2025 dataset; level of theory: wB97M-V/def2-TZVPD.

Positions of all 20 atoms, in Å:
H (-1.87, 1.59, -1.42)
H (-0.73, -0.30, -2.73)
H (-2.45, 1.27, 0.87)
H (2.47, 0.96, -0.19)
H (-2.00, -0.37, 0.36)
N (-0.60, 0.48, 1.51)
O (2.79, 0.19, 0.35)
C (-0.46, -0.15, -1.63)
C (-1.12, 0.97, -0.83)
H (1.40, -0.77, 0.16)
H (0.55, -2.15, 0.71)
H (-0.63, -0.03, 2.44)
H (-0.23, 1.64, -0.60)
H (-0.13, -0.79, 0.90)
N (0.54, -1.28, 0.27)
H (0.32, -2.08, -1.57)
H (-0.07, 1.29, 1.74)
C (-1.68, 0.63, 0.48)
C (0.11, -1.22, -1.06)
H (3.78, 0.12, 0.24)

frontier orbital gap: 10.610 eV
E_HOMO: -13.56 eV
LUMO level: -2.95 eV
total charge: +1

***

Stability ranking, top and bottom: i is the most stable and ii is the least stable.

***

i | 2 unconnected molecules or ions with the total composition C4H13N2O. Source: the Open Molecules 2025 dataset; level of theory: wB97M-V/def2-TZVPD.

Positions of all 20 atoms, in Å:
H (-0.57, 2.35, 2.39)
H (0.69, -0.22, -3.28)
H (-1.97, -0.20, -0.31)
C (-1.30, 1.11, 0.99)
H (2.61, -0.65, 2.42)
N (-0.34, 1.68, 1.67)
C (0.18, -0.41, -0.24)
H (-0.72, -2.01, -1.33)
O (1.85, -0.08, 2.60)
H (1.74, -0.11, 3.56)
H (-0.68, 0.53, -2.51)
H (0.54, -0.95, 0.63)
H (0.60, 1.31, 1.80)
C (0.06, -1.26, -1.48)
H (0.88, 0.42, -0.41)
H (-2.29, 1.53, 1.19)
C (-0.22, -0.43, -2.74)
H (-0.89, -0.94, -3.43)
N (-1.13, 0.19, 0.09)
H (0.96, -1.84, -1.62)

frontier orbital gap: 12.016 eV
E_HOMO: -14.94 eV
LUMO level: -2.92 eV
total charge: +1

***

ii | 2 unconnected molecules or ions with the total composition C4H13N2O. Source: the Open Molecules 2025 dataset; level of theory: wB97M-V/def2-TZVPD.

Positions of all 20 atoms, in Å:
C (1.68, -0.67, 0.53)
H (-0.15, -0.34, -1.73)
N (2.38, 1.28, 1.39)
H (-0.42, -1.21, -0.31)
H (2.12, 2.20, 1.69)
H (-2.03, -2.24, -2.97)
C (-0.80, 0.98, -0.19)
C (1.26, 0.40, 1.17)
H (3.04, 0.86, 1.95)
H (-1.79, -0.91, -1.24)
H (-0.82, 0.09, 1.66)
H (-0.34, 1.77, 1.77)
N (-0.77, -0.48, -0.88)
H (-0.06, 1.60, -0.91)
H (1.08, -1.52, 0.28)
H (-3.47, -1.74, -2.60)
O (-2.62, -1.78, -2.16)
H (2.79, -0.64, 0.14)
H (-1.86, 1.14, -0.22)
C (-0.21, 0.88, 1.17)

frontier orbital gap: 8.653 eV
E_HOMO: -12.07 eV
LUMO level: -3.41 eV
total charge: +1

***

iii | 2 unconnected molecules or ions with the total composition C4H13N2O. Source: the Open Molecules 2025 dataset; level of theory: wB97M-V/def2-TZVPD.

Positions of all 20 atoms, in Å:
C (0.35, 0.93, -1.80)
H (-1.41, -2.34, 0.81)
C (-0.46, -2.21, 0.25)
H (1.12, -1.89, 2.57)
H (-0.86, 2.82, 0.28)
H (0.65, 3.67, -0.25)
O (-0.75, -1.79, -1.10)
H (-1.47, -2.34, -1.42)
N (0.52, 1.67, -0.77)
H (-0.66, 3.23, -1.46)
H (0.62, -0.11, -1.73)
H (1.18, -0.95, 0.45)
H (-0.08, 1.35, -2.71)
H (0.92, 1.25, 0.06)
C (-0.15, 2.97, -0.54)
H (-0.36, -0.13, 0.83)
H (0.31, -0.51, 2.92)
H (0.07, -3.18, 0.26)
C (0.19, -1.07, 0.98)
N (0.27, -1.36, 2.37)

frontier orbital gap: 8.082 eV
E_HOMO: -12.94 eV
LUMO level: -4.86 eV
total charge: +1

***

iv | A gas-phase ion, C4H13N2O (charge +1). Source: the Open Molecules 2025 dataset; level of theory: wB97M-V/def2-TZVPD.

Positions of all 20 atoms, in Å:
H (-2.32, -0.55, -0.97)
H (2.25, -0.48, -1.00)
C (-1.68, 0.24, -1.37)
O (-1.88, 1.53, -0.82)
H (-2.01, 0.35, -2.42)
C (-0.16, -0.32, 1.05)
C (0.59, 0.30, -0.15)
H (0.25, 0.48, -2.32)
H (0.54, 1.40, -0.06)
N (0.81, -0.71, 2.11)
H (-0.86, 0.35, 1.54)
H (2.55, 0.77, -0.11)
C (-0.15, -0.01, -1.43)
H (-0.73, -1.18, 0.70)
H (0.06, -1.09, -1.56)
H (-2.49, 1.50, -0.06)
H (0.43, -1.36, 2.81)
H (1.56, -1.23, 1.63)
N (2.02, -0.09, -0.09)
H (1.22, 0.12, 2.53)

frontier orbital gap: 10.324 eV
E_HOMO: -13.81 eV
LUMO level: -3.48 eV
total charge: +1
SMILES: N[C@H](C[NH3+])CCO

***

Stability ranking, top and bottom: i is the most stable and ii is the least stable.

***

i | 2 unconnected molecules or ions with the total composition C4H13N2O. Source: the Open Molecules 2025 dataset; level of theory: wB97M-V/def2-TZVPD.

Positions of all 20 atoms, in Å:
H (1.01, 3.66, 1.26)
O (-0.10, 0.78, 0.47)
H (-0.77, -0.92, -2.72)
N (0.86, -1.66, -1.76)
H (1.28, 1.30, 3.21)
C (0.29, 1.38, 2.75)
H (-0.38, 1.97, 3.36)
H (0.86, 2.84, -0.16)
H (-1.16, -1.93, 0.08)
H (0.66, -2.66, -1.81)
H (-1.67, -2.73, -1.38)
C (-0.46, -0.92, -1.70)
H (-0.39, 0.06, -1.23)
H (1.36, -1.40, -2.58)
H (1.44, -1.49, -0.93)
N (0.89, 2.76, 0.85)
C (-1.48, -1.75, -0.94)
C (0.31, 1.62, 1.28)
H (-0.11, 0.38, 2.95)
H (-2.46, -1.28, -1.01)

frontier orbital gap: 10.214 eV
E_HOMO: -13.52 eV
LUMO level: -3.30 eV
total charge: +1

***

ii | 2 unconnected molecules or ions with the total composition C4H13N2O. Source: the Open Molecules 2025 dataset; level of theory: wB97M-V/def2-TZVPD.

Positions of all 20 atoms, in Å:
H (0.08, -1.33, -1.07)
O (1.75, -1.25, 0.40)
H (-1.21, -2.55, -0.42)
H (2.16, 2.57, -0.22)
H (-2.74, 0.09, 1.06)
H (3.01, 0.32, -0.26)
H (-3.03, -1.62, 0.68)
C (-2.93, -0.63, 0.27)
C (-0.93, -1.57, -0.77)
H (2.47, 0.41, 1.41)
N (-1.75, -0.61, -0.62)
H (2.51, -1.73, 0.74)
N (1.29, 2.39, 0.28)
H (-1.47, 0.29, -0.98)
H (0.63, 3.00, -0.18)
H (0.70, 0.79, -1.04)
C (2.16, 0.13, 0.40)
C (0.97, 0.98, 0.01)
H (-3.81, -0.37, -0.33)
H (0.12, 0.69, 0.64)

frontier orbital gap: 8.292 eV
E_HOMO: -13.13 eV
LUMO level: -4.84 eV
total charge: +1

***

iii | 2 unconnected molecules or ions with the total composition C4H13N2O. Source: the Open Molecules 2025 dataset; level of theory: wB97M-V/def2-TZVPD.

Positions of all 20 atoms, in Å:
C (-0.60, -0.39, -0.29)
H (-2.29, 0.94, -0.55)
H (3.05, -1.78, 1.66)
H (1.03, -1.95, -1.71)
C (-1.64, 0.53, 0.25)
O (3.32, -1.65, 0.73)
N (0.35, -1.47, -2.31)
H (0.90, -0.76, -2.80)
C (-0.73, -0.84, -1.53)
H (0.02, -2.15, -3.01)
H (4.16, -1.20, 0.70)
H (-0.83, 2.54, 2.76)
H (0.01, 2.05, 0.45)
N (-0.72, 1.63, 2.32)
H (-1.54, 2.69, 0.84)
H (0.34, -0.42, 0.27)
H (-1.64, -0.70, -2.12)
C (-0.98, 1.76, 0.86)
H (-2.34, 0.06, 0.95)
H (0.11, 1.11, 2.53)

frontier orbital gap: 8.448 eV
E_HOMO: -12.03 eV
LUMO level: -3.58 eV
total charge: +1

***

Stability ranking, top and bottom: i is the most stable and ii is the least stable.

***

i | 2 unconnected molecules or ions with the total composition C4H7N2O. Source: the Open Molecules 2025 dataset; level of theory: wB97M-V/def2-TZVPD.

Positions of all 14 atoms, in Å:
C (1.92, -1.52, 0.34)
N (-0.68, 1.49, 0.25)
C (1.78, -0.26, -0.37)
O (1.67, 0.81, -0.69)
H (-3.28, 0.51, -0.07)
C (0.26, 2.16, 0.10)
N (-1.28, 0.43, 0.49)
H (0.89, 3.02, -0.05)
H (-2.27, 0.09, -1.26)
H (1.62, -2.20, -0.36)
H (-2.49, -1.22, -0.02)
C (-2.42, -0.09, -0.21)
H (1.34, -1.49, 1.26)
H (2.96, -1.73, 0.58)

frontier orbital gap (alpha / beta): 6.773 / 6.768 eV
E_HOMO (alpha / beta): -12.07 / -12.07 eV
LUMO level (alpha / beta): -5.30 / -5.30 eV
total charge: +1

***

ii | 2 unconnected molecules or ions with the total composition C4H7N2O. Source: the Open Molecules 2025 dataset; level of theory: wB97M-V/def2-TZVPD.

Positions of all 14 atoms, in Å:
C (0.12, -1.03, -0.23)
H (-0.56, 0.48, -1.68)
H (-0.12, 2.34, 0.04)
H (-0.25, 1.14, 1.33)
C (4.16, 0.08, -0.14)
C (-0.20, 0.34, -0.67)
H (-1.66, 1.53, 0.32)
C (-0.58, 1.40, 0.32)
N (-0.23, -2.18, 0.22)
O (5.24, 0.20, 0.13)
H (2.14, -0.16, -0.49)
H (0.45, -2.90, 0.44)
H (-1.21, -2.42, 0.34)
N (1.13, -0.31, -0.58)

frontier orbital gap: 12.357 eV
E_HOMO: -15.55 eV
LUMO level: -3.19 eV
total charge: +1

***

iii | 2 unconnected molecules or ions with the total composition C4H7N2O. Source: the Open Molecules 2025 dataset; level of theory: wB97M-V/def2-TZVPD.

Positions of all 14 atoms, in Å:
N (-1.70, -1.17, 0.22)
N (0.19, -0.15, 0.26)
C (-0.74, 0.73, -0.06)
H (1.59, 1.77, -1.21)
C (2.12, 0.35, -0.06)
C (-0.39, -1.32, 0.50)
H (-2.36, -1.87, 0.27)
C (-1.99, 0.09, -0.03)
H (2.15, -0.27, -0.86)
O (1.98, 1.65, -0.37)
H (-3.09, 0.49, -0.10)
H (0.18, -2.24, 0.70)
H (2.50, 0.18, 0.93)
H (-0.46, 1.76, -0.19)

frontier orbital gap: 9.808 eV
E_HOMO: -13.62 eV
LUMO level: -3.81 eV
total charge: +1

***

iv | A gas-phase ion, C4H7N2O (charge +1). Source: the Open Molecules 2025 dataset; level of theory: wB97M-V/def2-TZVPD.

Positions of all 14 atoms, in Å:
C (-1.88, 1.30, -0.05)
H (0.93, -1.76, -1.29)
H (1.42, 0.91, 0.04)
N (0.05, -0.56, 0.07)
C (0.43, -1.86, -0.21)
O (-2.62, -1.06, -0.01)
C (0.51, 0.64, -0.46)
H (-2.73, 1.96, 0.14)
H (0.60, 0.63, -1.48)
H (-0.53, -2.40, -0.32)
H (-0.34, 2.77, -0.35)
N (-1.98, -0.05, -0.04)
C (-0.57, 1.76, -0.14)
H (1.13, -2.19, 0.58)

frontier orbital gap (alpha / beta): 6.852 / 6.846 eV
E_HOMO (alpha / beta): -13.86 / -13.86 eV
LUMO level (alpha / beta): -7.01 / -7.01 eV
total charge: +1

***

Stability ranking, top and bottom: ii is the most stable and iv is the least stable.